DFT (ωB97M-V/def2-TZVPD) results for C37H89AsCl2F6N5O17Pb as an isolated structure.

Output
2S+1: 1
LUMO energy in eV: -3.135
Highest occupied orbital energy in eV: -9.753
Kohn-Sham gap in eV: 6.62
Net charge: +1
Relative energy (zero: lowest compared OMol25 entry of this formula, charge and spin) in kJ/mol: 550.4

Each line ends with the Mulliken charge.
CARTESIAN COORDINATES (ANGSTROEM)
1 Pb -0.81042 2.55381 3.32743  1.28
2 As 0.75043 1.13203 -0.42559  1.80
3 F 1.39808 0.10590 -1.71748  -0.65
4 F -0.90754 0.50503 -0.76433  -0.66
5 F 0.17443 2.20775 0.88273  -0.23
6 F 2.46286 1.72473 -0.27447  -0.52
7 F 0.53620 2.49731 -1.61332  -0.62
8 F 0.92440 -0.14947 0.83274  0.18
9 C 4.04680 -2.12821 -3.55341  -1.32
10 C 3.25766 -1.28855 -4.59635  0.88
11 C 3.14982 -1.88912 -5.97800  -0.65
12 O 4.48273 -1.93362 -6.40560  -0.37
13 C 4.46599 -2.53077 -7.70435  -0.75
14 N 1.89288 -1.17010 -4.08279  -0.49
15 H 3.88830 -1.64031 -2.59168  -0.04
16 H 5.11601 -2.25959 -3.71964  0.50
17 H 3.73119 -3.15537 -3.37060  0.27
18 H 3.77419 -0.33087 -4.53210  0.07
19 H 2.55258 -1.32816 -6.69684  0.48
20 H 2.80999 -2.92478 -5.97252  0.39
21 H 3.67081 -2.01355 -8.24126  0.33
22 H 4.38523 -3.61773 -7.69494  0.27
23 H 5.45709 -2.23268 -8.04634  0.25
24 H 1.94143 -0.60241 -3.24884  0.26
25 H 1.20594 -0.69567 -4.65124  0.17
26 C 2.76716 4.32402 1.44652  -1.43
27 C 2.83129 3.54837 2.67127  1.30
28 C 3.86789 4.01567 3.69082  -1.06
29 O 3.90353 3.11261 4.74688  -0.27
30 C 5.15825 2.98483 5.42737  -0.83
31 N 1.50758 3.65880 3.32539  0.03
32 H 3.74882 4.49022 1.00289  0.18
33 H 2.62981 5.34000 1.81668  0.72
34 H 2.01436 4.07531 0.69850  -0.09
35 H 2.91344 2.49975 2.38535  -0.62
36 H 3.58124 4.95712 4.15945  0.28
37 H 4.73438 4.26565 3.07861  0.55
38 H 5.90606 2.80561 4.65487  0.34
39 H 5.12663 2.29053 6.26704  0.26
40 H 5.45414 3.86272 6.00170  0.29
41 H 1.51476 4.66562 3.24563  0.22
42 H 1.74511 3.41224 4.27559  0.28
43 C -1.24850 5.10156 -0.34128  -0.80
44 C -1.43886 5.90402 0.92298  -0.04
45 C -2.80159 6.69180 0.73396  -1.02
46 O -3.90951 5.70312 0.90146  -0.30
47 C -5.04201 6.35304 1.34183  -0.94
48 N -1.60567 4.92987 2.00950  0.17
49 H -1.23976 5.66544 -1.27405  0.56
50 H -1.99960 4.34612 -0.57200  0.28
51 H -0.24101 4.69502 -0.25299  -0.25
52 H -0.57521 6.55663 1.05068  0.53
53 H -2.79227 7.20177 -0.22934  0.47
54 H -2.93051 7.51264 1.43944  0.46
55 H -4.87483 6.70845 2.35861  0.38
56 H -5.89245 5.67123 1.34374  0.23
57 H -5.23783 7.19696 0.68036  0.37
58 H -2.56838 4.69013 1.82023  -0.16
59 H -1.75795 5.49663 2.83150  0.22
60 C 1.41060 -1.58921 3.95955  -1.75
61 C 0.39949 -0.43933 4.02810  1.36
62 C -0.55631 -0.34393 5.28980  -0.50
63 O -1.44847 0.73243 5.05297  -0.08
64 C -2.29991 0.94904 6.20344  -0.64
65 N 1.05214 0.80515 3.59267  -0.04
66 H 1.83544 -1.64223 2.95715  0.35
67 H 0.94178 -2.54452 4.19553  0.45
68 H 2.26026 -1.52932 4.63970  0.43
69 H -0.27090 -0.74012 3.22300  -0.74
70 H 0.05211 -0.13568 6.16989  0.46
71 H -1.20818 -1.21490 5.35751  -0.14
72 H -1.81876 1.33865 7.10055  0.33
73 H -2.89027 0.10034 6.54884  0.30
74 H -2.99490 1.74532 5.93693  0.00
75 H 1.64543 0.94065 4.39873  0.31
76 H 1.75796 0.61588 2.89546  -0.33
77 C -4.02508 0.56737 0.62494  -1.68
78 C -3.12467 1.28727 1.62804  0.89
79 C -4.01216 1.79124 2.81004  -1.25
80 O -3.23518 2.66519 3.70365  0.04
81 C -4.10956 3.63220 4.41076  -1.08
82 N -1.99759 0.54154 1.99506  1.37
83 H -4.57960 1.24011 -0.02930  0.38
84 H -4.81281 0.12552 1.23514  0.48
85 H -3.62716 -0.27275 0.05576  0.25
86 H -2.82442 2.21474 1.14045  -0.12
87 H -4.54337 0.96758 3.28700  0.44
88 H -4.78744 2.38175 2.32184  0.56
89 H -3.43713 4.32922 4.91086  0.31
90 H -4.61062 3.05524 5.18804  0.34
91 H -4.83483 4.23891 3.86857  0.31
92 H -2.32516 -0.37430 2.26714  -0.16
93 H -1.40226 0.29187 1.21830  -0.87
94 C -3.46103 -3.78164 4.81272  -0.46
95 C -2.97757 -4.92090 3.87031  -0.22
96 O -1.67146 -4.72289 3.41991  -0.41
97 C -1.31997 -3.76339 2.53326  0.82
98 O -2.03135 -2.86106 2.14522  -0.53
99 O -0.07164 -4.10307 2.10565  -0.42
100 C 0.49763 -3.30496 1.08310  -0.30
101 H -3.81127 -4.23516 5.73995  0.38
102 H -4.33738 -3.28473 4.39655  0.28
103 H -2.70223 -3.01813 4.98414  -0.25
104 H -3.62567 -4.92038 2.99392  0.25
105 H -3.09101 -5.86173 4.40890  0.35
106 H 1.55457 -3.19503 1.32576  0.06
107 H -0.05999 -2.38579 0.90344  -0.09
108 H 0.41822 -4.04598 0.28768  0.50
109 C -0.26715 2.01715 -4.91185  -0.65
110 C -1.19029 1.31863 -5.92491  -0.49
111 O -1.29603 -0.02982 -5.40969  0.03
112 C -1.87966 -0.96876 -6.16252  0.43
113 O -2.22463 -0.86452 -7.34643  -0.61
114 O -1.96028 -2.16111 -5.48752  -0.16
115 C -2.41314 -3.31405 -6.25806  -0.80
116 H -0.55585 3.04140 -4.67590  0.43
117 H 0.79525 1.96317 -5.14954  0.25
118 H -0.52961 1.50425 -3.98657  -0.05
119 H -0.72340 1.36286 -6.90886  0.34
120 H -2.14400 1.84108 -5.99963  0.39
121 H -3.49441 -3.21269 -6.35117  0.31
122 H -2.20511 -4.28831 -5.81575  0.23
123 H -1.98378 -3.43196 -7.25297  0.39
124 C -4.54113 -7.24587 -3.14821  -1.18
125 C -4.84643 -5.82900 -3.68339  -0.28
126 O -3.70619 -4.99606 -3.52258  -0.25
127 C -3.81662 -3.75871 -2.82903  0.68
128 O -4.78851 -3.08047 -2.73274  -0.60
129 O -2.68645 -3.57383 -2.30119  -0.39
130 C -2.24221 -2.26521 -2.03200  -0.36
131 H -4.63449 -7.45082 -2.08173  0.34
132 H -3.45275 -7.30488 -3.14092  0.33
133 H -4.95345 -8.02877 -3.78473  0.32
134 H -5.73683 -5.30100 -3.34206  0.40
135 H -4.98081 -5.85571 -4.76475  0.27
136 H -2.44816 -1.59644 -2.86772  0.38
137 H -1.19581 -2.23381 -1.72842  0.13
138 H -2.79568 -2.06163 -1.11531  0.13
139 C 4.00878 -1.30021 0.83907  -0.61
140 C 5.37563 -1.77908 0.23193  -0.79
141 O 5.27044 -2.77095 -0.79848  -0.25
142 C 4.94212 -4.03613 -0.51903  0.83
143 O 4.42352 -4.41647 0.53135  -0.62
144 O 5.07400 -4.68412 -1.72011  -0.32
145 C 4.54610 -5.98863 -1.99118  -0.77
146 H 3.36678 -0.65270 0.24184  0.18
147 H 4.13148 -0.58191 1.64967  0.36
148 H 3.37681 -2.06894 1.28377  0.16
149 H 6.03142 -2.22960 0.97697  0.48
150 H 5.93273 -0.91947 -0.14064  0.33
151 H 3.46648 -6.06065 -2.12284  0.29
152 H 4.91682 -6.66159 -1.21801  0.38
153 H 5.08846 -6.40661 -2.83926  0.27
154 C 4.35733 2.99614 -2.75454  0.36
155 Cl 4.81195 3.46818 -4.43969  -0.18
156 Cl 5.30331 3.87958 -1.49250  -0.21
157 H 3.30908 3.14510 -2.49553  -0.08
158 H 4.67009 1.97799 -2.52289  0.08


DFT (ωB97M-V/def2-TZVPD) results for C54H51BrFMgN11O3 as an isolated structure.

Output
2S+1: 1
LUMO energy in eV: -0.322
Highest occupied orbital energy in eV: -6.826
Kohn-Sham gap in eV: 6.50

Each line ends with the Mulliken charge.
CARTESIAN COORDINATES (ANGSTROEM)
1 Mg 0.21560 0.74990 0.14390  2.27
2 O -3.75510 0.55270 3.50860  -0.70
3 C -2.72530 0.00020 4.21460  0.78
4 C -2.96440 -0.29680 5.54950  -0.79
5 C -1.96350 -0.84170 6.33010  -0.51
6 C -0.71870 -1.10230 5.78290  -1.04
7 C -0.47790 -0.80640 4.45420  -0.56
8 C -1.47050 -0.26180 3.65550  0.66
9 C -1.14570 0.18000 2.24060  0.93
10 O 0.08510 -0.06150 1.81580  -0.27
11 N -2.13600 -0.42220 1.30330  0.06
12 N -1.79140 -0.43610 0.04480  0.86
13 C -2.49870 -1.05180 -0.82710  -1.36
14 C -2.16200 -1.12550 -2.21230  0.02
15 Br -0.30300 -0.93070 -2.59770  -0.06
16 C -3.00860 -1.40900 -3.22030  -1.16
17 C -4.45990 -1.43120 -3.12090  0.47
18 C -5.18820 -2.27280 -3.96730  -0.53
19 C -6.56920 -2.27850 -3.93990  -0.55
20 C -7.25310 -1.43190 -3.08160  -0.48
21 C -6.54450 -0.58770 -2.24320  -0.64
22 C -5.16280 -0.58490 -2.25880  -0.13
23 H -3.42340 0.95200 2.69460  0.16
24 H -3.93660 -0.06800 5.95690  0.45
25 H -2.16190 -1.04950 7.37090  0.38
26 H 0.06190 -1.52600 6.39620  0.43
27 H 0.49540 -0.95580 4.00830  0.36
28 H -1.36930 1.27360 2.21410  -1.20
29 H -2.84460 -1.07590 1.63620  0.34
30 H -3.39680 -1.60400 -0.52940  0.65
31 H -2.60620 -1.60870 -4.20520  0.44
32 H -4.65560 -2.92680 -4.64450  0.43
33 H -7.11510 -2.94080 -4.59560  0.38
34 H -8.33200 -1.41380 -3.08390  0.39
35 H -7.07050 0.08050 -1.57840  0.43
36 H -4.61620 0.11000 -1.63850  0.52
37 C 1.97630 4.05060 -2.00830  -1.62
38 C 0.89990 3.47500 -2.92530  0.53
39 C 1.29430 2.07540 -3.39360  -1.10
40 C -0.54720 3.49910 -2.44450  0.97
41 C -1.44970 3.78820 -3.46120  -0.82
42 C -2.79540 3.95440 -3.21460  -1.52
43 C -3.23240 3.89020 -1.91130  -0.76
44 C -2.38400 3.55900 -0.85820  0.60
45 C -3.12570 3.58330 0.47640  0.89
46 C -2.35620 3.83920 1.76740  -1.68
47 C -3.97760 2.31260 0.58840  -1.54
48 C -1.03320 3.25070 -1.13790  -0.63
49 N -0.16040 2.74190 -0.14840  0.59
50 C 0.48820 3.66220 0.59300  0.86
51 C 0.27910 5.05780 0.47310  -1.03
52 C 0.92500 5.97050 1.27460  -0.66
53 C 1.82770 5.56190 2.24410  -0.84
54 C 2.09900 4.20870 2.36760  -0.70
55 C 1.45230 3.31200 1.55100  -0.23
56 F 1.79620 1.97470 1.64970  -0.10
57 H 2.90960 4.11360 -2.56800  0.50
58 H 2.14480 3.43600 -1.13180  0.11
59 H 1.71380 5.05090 -1.67610  0.35
60 H 0.90970 4.11620 -3.81600  0.52
61 H 1.29520 1.38330 -2.55960  -0.28
62 H 2.28970 2.09360 -3.83470  0.44
63 H 0.59470 1.71610 -4.14360  0.34
64 H -1.08090 3.92330 -4.46920  0.44
65 H -3.48460 4.17090 -4.01620  0.43
66 H -4.26690 4.12230 -1.69520  0.45
67 H -3.82210 4.42760 0.38900  0.63
68 H -1.63610 3.05670 1.98300  0.04
69 H -3.06560 3.89660 2.59330  0.56
70 H -1.81910 4.78150 1.72020  0.40
71 H -3.33950 1.43610 0.53920  -0.01
72 H -4.68870 2.24930 -0.23320  0.51
73 H -4.54130 2.31340 1.52000  0.63
74 H -0.41230 5.41120 -0.27670  0.58
75 H 0.71870 7.02430 1.15040  0.42
76 H 2.31630 6.27520 2.88730  0.40
77 H 2.81060 3.84070 3.09250  0.49
78 C 4.91130 -1.23940 1.43870  -1.03
79 N 3.95180 -0.53460 0.62760  1.19
80 C 2.62580 -0.65380 0.54820  -0.93
81 N 2.16670 0.17850 -0.36150  0.03
82 C 3.27400 0.79180 -0.83060  -0.68
83 N 4.36920 0.37980 -0.25310  -1.09
84 C 5.84120 -1.99960 0.52310  0.72
85 C 7.16900 -1.62990 0.36050  -0.71
86 C 7.97520 -2.29430 -0.55200  -0.72
87 C 7.47140 -3.33360 -1.31120  -0.86
88 C 6.14370 -3.71800 -1.14150  0.00
89 C 5.33290 -3.04260 -0.23190  -0.32
90 C 5.56650 -4.82180 -1.87300  0.57
91 N 6.06030 -5.55220 -2.82950  -0.54
92 N 5.12910 -6.45780 -3.16090  -0.49
93 C 4.09870 -6.25140 -2.39370  0.60
94 O 4.31730 -5.22090 -1.54880  -0.23
95 C 2.81170 -6.90650 -2.36390  0.06
96 C 2.48850 -7.92200 -3.25820  -0.93
97 C 1.21620 -8.46120 -3.23140  -0.66
98 C 0.27010 -7.99090 -2.33480  -0.90
99 C 0.59330 -6.99540 -1.41990  0.68
100 C -0.43190 -6.51970 -0.41710  -1.09
101 N -0.28510 -5.13320 -0.05940  0.96
102 C -0.32550 -4.03590 -0.83670  -0.45
103 N -0.18090 -2.95900 -0.10120  0.18
104 C -0.05410 -3.44380 1.15030  -0.92
105 N -0.10820 -4.75350 1.21240  -1.10
106 C 1.87140 -6.46510 -1.43300  0.04
107 H 4.36200 -1.90780 2.10630  0.26
108 H 5.47060 -0.50910 2.03030  0.44
109 H 2.00960 -1.28630 1.14810  0.54
110 H 3.27740 1.53440 -1.59940  0.59
111 H 7.57030 -0.81590 0.94460  0.40
112 H 9.00350 -1.98970 -0.67080  0.40
113 H 8.08160 -3.85800 -2.02820  0.54
114 H 4.29710 -3.33150 -0.12550  0.78
115 H 3.23300 -8.26670 -3.95580  0.54
116 H 0.94750 -9.24690 -3.91910  0.40
117 H -0.72790 -8.40360 -2.34050  0.44
118 H -0.33350 -7.08050 0.51730  0.31
119 H -1.43870 -6.68490 -0.81520  0.43
120 H -0.45860 -4.06040 -1.89880  0.49
121 H 0.06360 -2.81420 2.00880  0.80
122 H 2.15160 -5.70090 -0.72370  0.69


Among the records above, which one has the highest highest occupied orbital energy?
C54H51BrFMgN11O3